# 1
C6H5N2O3 | ωB97M-V/def2-TZVPD

Atoms and positions in Å:
C 0.992 1.250 0.217
C -0.286 1.822 0.189
C -3.149 -0.656 -0.234
C 3.090 -0.619 -0.247
C 0.498 -1.075 0.301
C -2.158 0.238 -0.084
N 1.318 -0.090 0.096
N -1.325 1.118 -0.042
O 3.137 -1.773 0.009
O -2.983 -1.905 -0.365
O 3.641 0.298 -0.754
H 1.773 1.889 0.333
H -0.687 2.806 0.471
H -4.085 -0.061 -0.222
H 0.806 -2.078 -0.045
H -0.581 -1.166 0.377

Output
Energy relative to the best compared isomer or geometry (same formula, charge and spin): 38.2 kcal per mole
Net charge: -1
Multiplicity: 1

natural (NBO) atomic charge list, values in e, 4 entries:
1 C -0.236
2 C -0.033
3 C 0.121
4 C 0.984



# 2
C12H32BrGaNO9P2 | ωB97M-V/def2-TZVPD

Atoms and positions in Å:
C -0.861 2.166 2.888
C -1.167 2.196 1.382
C -1.463 0.822 0.757
C -0.307 0.176 0.000
N 0.178 1.015 -1.110
Ga 1.796 2.065 -0.766
C 2.407 1.925 1.205
C 3.741 1.349 1.580
O 4.197 1.357 2.685
Br 4.867 0.458 0.222
H 0.202 2.049 3.096
H -1.384 1.351 3.389
H -1.158 3.117 3.332
H -2.069 2.802 1.269
H -0.381 2.742 0.859
H -1.749 0.151 1.575
H -2.317 0.930 0.088
H -0.708 -0.748 -0.437
H 0.492 -0.168 0.672
H 0.408 0.360 -1.849
H 2.938 1.742 -1.836
H 1.421 3.631 -0.991
H 1.723 1.315 1.802
H 2.378 2.927 1.634
C -2.258 1.640 -3.095
O -3.019 2.736 -3.683
P -4.280 2.399 -4.584
O -4.650 3.577 -5.372
O -5.340 2.078 -3.403
C -5.757 3.162 -2.578
O -4.605 1.051 -5.381
C -3.566 0.081 -5.606
H -1.513 2.049 -2.418
H -2.921 0.981 -2.530
H -1.752 1.073 -3.877
H -5.632 4.119 -3.084
H -5.187 3.164 -1.647
H -6.811 3.012 -2.346
H -3.178 -0.305 -4.662
H -2.750 0.513 -6.189
H -4.004 -0.739 -6.167
C 4.706 -4.202 3.719
O 3.526 -4.964 3.405
P 2.278 -4.214 2.721
O 1.099 -5.070 2.854
O 2.856 -4.161 1.216
C 2.996 -5.384 0.502
O 1.907 -2.673 2.757
C 2.521 -1.802 3.738
H 5.465 -4.903 4.055
H 5.074 -3.676 2.835
H 4.507 -3.485 4.515
H 2.331 -6.154 0.895
H 4.031 -5.732 0.555
H 2.744 -5.186 -0.537
H 3.603 -1.775 3.610
H 2.270 -2.135 4.747
H 2.127 -0.803 3.583

Output
Net charge: -1
Multiplicity: 1

natural (NBO) atomic charge list, values in e, 4 entries:
1 C -0.606
2 C -0.407
3 C -0.396
4 C -0.208



no.,E (eV)
1,-15422.929
2,-173880.690